[1]
Formula: C93H223N5O21
Source: the OMol25 dataset
Level of theory: the ωB97M-V functional and the def2-TZVPD basis

XYZ file:
```
342
Properties=species:S:1:pos:R:3:forces:R:3
C -9.283 0.831 7.121 -0.6 0.0 0.2
C -8.932 0.431 8.555 -2.6 0.7 -1.5
C -9.938 -0.604 9.049 0.5 0.0 0.3
O -7.701 -0.167 8.579 1.6 -0.3 1.1
H -9.181 -0.076 6.525 0.3 0.3 -0.4
H -8.731 1.694 6.748 0.4 -0.3 -0.1
H -10.328 1.131 7.053 -0.2 0.0 0.1
H -9.015 1.341 9.149 0.5 0.1 0.5
H -9.679 -0.723 10.101 -0.4 -0.5 0.2
H -9.710 -1.519 8.502 0.0 -0.2 0.1
H -11.006 -0.416 8.935 0.1 0.4 0.1
H -7.322 -0.167 7.697 0.5 -0.3 -0.6
C -12.104 -3.407 10.155 0.0 0.2 -0.1
C -13.413 -3.238 9.360 0.5 -0.8 0.8
C -14.631 -3.518 10.251 0.2 0.5 -0.1
O -13.448 -1.937 8.832 -0.2 0.4 0.1
H -11.222 -3.292 9.525 -0.1 0.0 -0.3
H -12.009 -4.375 10.646 -0.2 -0.1 0.1
H -12.009 -2.616 10.899 -0.2 0.0 0.1
H -13.383 -4.001 8.582 -0.2 0.1 -0.5
H -15.568 -3.169 9.817 0.1 -0.1 -0.3
H -14.516 -2.950 11.174 0.0 -0.1 0.2
H -14.723 -4.583 10.467 0.1 0.0 0.1
H -13.353 -1.981 7.878 0.0 0.0 -0.4
C -5.640 4.855 15.178 -1.5 -0.4 -0.1
C -5.027 6.116 14.666 0.7 0.8 1.5
C -4.895 7.249 15.784 -1.2 -0.7 -0.9
O -3.755 5.679 14.287 1.7 -0.2 -0.6
H -4.978 4.280 15.825 -0.1 0.5 0.5
H -5.883 4.130 14.401 0.2 0.3 -0.5
H -6.615 5.122 15.586 0.1 -0.3 0.7
H -5.518 6.462 13.756 -0.5 0.4 0.2
H -4.480 6.924 16.737 0.6 -0.3 -0.4
H -5.891 7.575 16.085 -0.3 0.1 -0.3
H -4.407 8.145 15.401 0.3 -0.2 0.0
H -3.229 6.403 13.939 0.1 0.1 -0.1
C -1.662 -4.007 8.215 0.0 1.0 -1.5
C -2.857 -4.789 8.630 -0.3 0.1 2.9
C -3.430 -4.165 9.953 0.2 -0.8 0.3
O -3.897 -4.811 7.725 -0.3 0.4 -1.9
H -0.915 -3.900 9.001 0.0 -0.4 -0.1
H -1.954 -3.001 7.914 -0.2 0.3 0.3
H -1.252 -4.393 7.282 0.4 -0.4 0.2
H -2.519 -5.816 8.771 0.0 -0.3 0.5
H -3.952 -3.227 9.762 0.2 0.2 -0.3
H -2.714 -4.031 10.763 0.5 0.2 -0.3
H -4.168 -4.800 10.443 -0.3 -0.4 -0.4
H -4.689 -5.141 8.156 -0.3 0.0 0.2
C -1.516 0.328 6.596 -0.7 0.0 0.6
C -2.320 1.023 7.743 0.2 -0.9 0.6
C -2.920 0.023 8.766 0.2 -0.3 -1.6
O -1.407 1.826 8.478 0.5 0.2 -0.6
H -1.188 1.034 5.834 0.2 0.1 0.3
H -2.043 -0.468 6.069 -0.7 0.2 0.0
H -0.686 -0.244 7.012 0.4 0.5 0.2
H -3.123 1.669 7.389 -0.1 0.0 -0.6
H -3.428 0.523 9.591 0.4 0.0 0.1
H -2.084 -0.627 9.024 -0.1 0.1 0.7
H -3.634 -0.637 8.274 -0.3 0.0 -0.1
H -1.933 2.288 9.135 -0.1 0.2 0.4
C -5.547 2.706 9.632 -0.9 0.1 0.1
C -4.452 3.703 9.861 -1.0 0.1 -0.1
C -4.870 4.853 10.764 0.0 0.7 0.5
O -3.408 2.987 10.437 2.0 -0.2 -0.6
H -5.611 2.152 10.568 -0.6 -0.2 -0.1
H -5.354 2.014 8.812 0.2 0.0 0.1
H -6.456 3.253 9.381 -0.4 -0.3 0.2
H -4.192 4.048 8.860 0.7 0.4 0.1
H -5.704 5.471 10.431 -0.1 -0.2 -0.5
H -4.053 5.546 10.962 0.3 0.0 -0.3
H -5.153 4.529 11.765 -0.1 -0.5 0.0
H -3.486 2.958 11.394 -0.4 0.1 0.6
C -2.046 2.832 14.911 0.4 -0.1 1.6
C -2.553 2.290 13.613 0.3 1.0 -1.1
C -2.759 0.831 13.354 0.6 -2.0 1.2
O -3.795 2.939 13.349 -0.5 -0.3 -0.4
H -1.026 2.573 15.196 0.1 -0.4 -0.4
H -2.664 2.556 15.765 -0.2 -0.2 0.0
H -2.046 3.922 14.915 -0.1 0.1 -0.3
H -1.835 2.646 12.874 0.2 0.1 -0.4
H -3.789 0.518 13.181 0.0 0.5 -0.3
H -2.479 0.232 14.220 -0.1 0.1 0.5
H -2.094 0.359 12.631 -0.2 0.6 -0.6
H -3.713 3.822 13.716 -0.2 0.6 0.0
C -8.859 1.254 12.493 -0.2 0.3 -2.3
C -8.811 1.009 13.932 0.9 0.7 2.0
C -7.572 1.652 14.632 -0.8 -0.6 -0.6
O -9.983 1.538 14.587 0.2 -0.4 -0.5
H -8.748 2.308 12.236 -0.2 0.1 0.2
H -9.780 0.878 12.047 -0.4 0.2 0.2
H -8.127 0.727 11.882 0.6 -0.1 0.4
H -8.789 -0.072 14.072 -0.2 -0.1 0.5
H -7.418 2.688 14.330 0.1 -0.1 -0.7
H -6.746 0.993 14.366 0.5 0.5 0.3
H -7.715 1.764 15.707 0.1 -0.7 0.1
H -9.763 2.438 14.840 -0.3 0.2 0.1
C -6.223 -3.182 12.295 -0.4 0.9 0.7
C -6.800 -2.044 11.477 1.6 1.3 0.7
C -5.863 -0.797 11.492 0.2 -0.2 -0.6
O -6.984 -2.480 10.166 -0.3 -0.7 -0.3
H -6.238 -2.824 13.324 -0.1 -0.2 0.2
H -5.165 -3.356 12.098 -0.2 -0.4 -0.5
H -6.895 -4.038 12.232 0.4 -0.2 0.0
H -7.712 -1.697 11.963 -0.6 -0.3 -0.2
H -4.820 -1.074 11.340 0.2 -0.3 0.5
H -5.981 -0.153 12.364 0.1 -0.2 0.2
H -6.007 -0.155 10.623 -0.7 0.0 -0.1
H -7.442 -1.786 9.685 0.0 0.5 -0.7
C -10.039 -2.886 13.187 -0.4 0.5 0.0
C -11.316 -3.565 13.717 2.2 -0.3 0.8
C -11.172 -5.042 13.785 -1.1 -1.5 -0.9
O -11.419 -3.247 15.103 -0.4 0.5 0.0
H -9.945 -2.951 12.104 -0.2 0.3 -0.1
H -9.076 -3.192 13.596 -0.2 -0.7 0.4
H -10.128 -1.860 13.546 0.1 0.4 -0.6
H -12.180 -3.190 13.168 -0.1 -0.3 -0.1
H -12.068 -5.444 14.257 0.0 -0.1 0.3
H -10.305 -5.381 14.352 0.1 0.3 0.0
H -11.179 -5.544 12.818 0.4 0.2 -0.3
H -11.662 -2.318 15.085 -0.1 0.8 0.7
C -5.894 -0.859 3.805 -0.5 2.0 -1.3
C -5.644 -0.276 5.159 -1.3 -0.2 1.5
C -5.849 1.242 5.390 1.5 0.1 -1.4
O -6.593 -0.855 6.054 0.0 0.4 0.6
H -6.785 -0.390 3.388 -0.5 -0.2 0.0
H -6.033 -1.937 3.726 0.6 0.1 0.3
H -5.114 -0.415 3.185 0.3 -0.7 -0.5
H -4.640 -0.622 5.403 0.3 0.5 0.6
H -5.325 1.759 4.585 0.1 0.2 -0.3
H -5.328 1.630 6.266 -0.2 -0.4 0.4
H -6.859 1.649 5.356 -0.2 -0.7 0.1
H -6.513 -1.811 6.017 -0.2 -0.7 0.1
C -4.118 0.131 16.628 -0.2 -0.5 -0.5
C -5.270 -0.924 16.463 2.0 1.3 1.4
C -4.827 -2.058 15.576 -1.3 -0.6 -1.2
O -5.460 -1.429 17.781 0.0 0.1 0.2
H -4.209 0.799 17.484 -0.4 -0.3 0.2
H -3.968 0.779 15.764 -0.3 -0.2 -0.2
H -3.207 -0.456 16.745 0.2 0.1 0.1
H -6.183 -0.397 16.186 -0.1 -0.3 -0.6
H -4.766 -1.765 14.527 0.4 0.3 -0.1
H -5.622 -2.804 15.551 -0.3 -0.1 0.1
H -3.947 -2.640 15.845 0.3 0.7 0.4
H -6.374 -1.722 17.800 -0.6 -0.6 0.2
C -6.690 -6.556 10.425 -0.3 0.6 -1.2
C -7.437 -5.885 9.251 -0.5 0.3 0.5
C -8.856 -5.428 9.647 -0.3 0.4 -0.3
O -6.688 -4.787 8.667 0.0 -1.5 -0.2
H -7.276 -7.397 10.797 0.0 0.1 0.1
H -6.542 -5.794 11.191 0.2 -0.3 0.2
H -5.750 -6.933 10.021 0.2 0.0 0.4
H -7.522 -6.601 8.433 0.0 -0.1 0.1
H -9.559 -6.160 10.045 0.6 -0.6 0.2
H -9.402 -5.059 8.779 0.2 0.3 -0.2
H -8.853 -4.622 10.382 0.3 0.1 0.0
H -6.647 -4.012 9.232 -0.3 0.5 0.8
C -1.425 -5.882 18.000 0.3 -1.6 0.5
C -0.873 -5.065 16.913 -1.0 2.0 -0.9
C -1.775 -4.961 15.694 0.7 -0.2 -0.9
O -0.753 -3.712 17.373 1.0 0.3 0.3
H -0.753 -5.844 18.858 -0.3 0.1 0.2
H -1.435 -6.920 17.668 -0.2 -0.2 0.1
H -2.448 -5.602 18.251 0.1 0.1 0.1
H 0.120 -5.361 16.576 0.1 -0.1 0.3
H -1.281 -4.257 15.025 0.0 0.0 -0.2
H -2.754 -4.525 15.891 -0.1 -0.4 0.3
H -1.843 -5.899 15.143 -0.3 -0.1 0.1
H -1.624 -3.379 17.599 -0.2 -0.1 0.0
C -11.095 -1.995 5.909 0.9 -0.4 0.0
C -12.273 -2.292 5.075 0.1 -2.1 -1.6
C -12.279 -3.707 4.397 0.9 0.5 0.2
O -13.332 -2.306 5.987 -1.3 0.8 0.4
H -10.829 -2.894 6.466 0.1 0.1 0.4
H -11.387 -1.176 6.567 0.5 0.0 0.1
H -10.242 -1.744 5.279 0.1 0.2 0.2
H -12.287 -1.551 4.276 -0.8 0.4 0.1
H -12.349 -4.466 5.176 -0.3 0.0 0.1
H -11.347 -3.941 3.883 0.2 0.3 -0.1
H -13.061 -3.845 3.651 -0.2 0.2 0.2
H -14.174 -2.413 5.538 -0.1 -0.1 -0.1
C -7.920 -3.995 4.175 0.0 -0.4 -0.5
C -7.614 -4.521 5.562 -1.2 -0.5 -0.6
C -7.045 -5.972 5.495 -0.5 0.9 0.7
O -6.787 -3.597 6.179 1.9 0.9 -0.2
H -8.779 -4.475 3.707 -0.2 -0.2 0.3
H -7.085 -4.271 3.531 0.2 0.4 -0.2
H -8.110 -2.922 4.160 0.2 0.0 0.1
H -8.508 -4.414 6.177 -0.7 -1.0 -0.1
H -7.553 -6.594 4.758 -0.1 0.2 0.0
H -7.201 -6.419 6.477 0.3 -0.2 -0.1
H -5.982 -5.947 5.259 0.0 0.1 0.0
H -6.349 -4.008 6.928 0.0 -0.1 0.5
C -7.233 -7.539 14.222 -0.4 0.5 -0.8
C -6.457 -8.430 15.135 1.5 -0.1 1.3
C -7.253 -8.691 16.492 0.4 1.0 -0.7
C -6.612 -9.734 17.377 0.2 -1.0 -1.0
C -6.551 -11.013 16.538 0.1 0.0 0.4
C -5.751 -10.918 15.194 -0.1 1.4 0.6
N -6.254 -9.714 14.418 -1.1 -1.7 2.0
O -5.589 -9.612 13.199 0.8 0.5 -0.2
C -4.225 -10.938 15.441 -0.3 -0.1 0.0
C -6.029 -12.202 14.479 -1.3 -1.2 -1.1
C -5.119 -7.698 15.566 -0.6 -0.5 -0.5
H -7.562 -6.625 14.717 -0.2 -0.1 0.1
H -8.068 -8.088 13.788 -0.3 0.1 0.3
H -6.652 -7.221 13.356 0.3 0.0 0.1
H -7.292 -7.782 17.093 0.3 0.6 -0.4
H -8.308 -8.836 16.262 0.0 -0.7 -0.1
H -7.196 -9.923 18.278 0.0 0.1 0.0
H -5.605 -9.446 17.680 0.0 0.2 0.1
H -7.595 -11.310 16.445 -0.2 0.0 -0.9
H -6.165 -11.859 17.107 0.6 0.0 0.1
H -3.730 -10.948 14.470 0.1 0.2 0.1
H -3.805 -10.146 16.062 -0.2 0.0 0.0
H -4.032 -11.902 15.911 0.3 0.0 0.1
H -7.046 -12.282 14.095 -0.5 0.4 0.4
H -5.489 -12.479 13.574 0.8 0.5 0.2
H -5.937 -13.026 15.187 0.2 -0.1 0.0
H -4.582 -8.288 16.309 -0.1 0.3 0.1
H -5.390 -6.716 15.954 0.1 0.0 0.2
H -4.434 -7.539 14.733 -0.1 -0.1 -0.2
H -6.180 -10.031 12.569 -0.2 0.1 -0.1
C -12.580 1.981 16.761 1.2 0.6 0.8
C -13.564 1.049 16.130 -1.2 -0.6 -0.3
C -14.811 1.948 15.767 0.2 -0.4 0.5
C -15.819 1.381 14.798 0.7 -0.4 0.0
C -15.097 0.775 13.590 0.0 0.8 0.1
C -13.836 -0.146 13.846 -0.2 -0.3 -0.9
N -12.933 0.413 14.873 -2.4 2.4 0.3
O -11.802 -0.355 15.140 -0.7 -0.9 0.3
C -14.413 -1.530 14.142 -0.4 -0.9 0.2
C -13.089 -0.230 12.443 -0.4 0.8 1.1
C -14.020 -0.062 17.137 0.3 -0.5 -0.6
H -12.001 2.566 16.046 0.1 -0.3 -0.3
H -11.909 1.450 17.435 0.3 -0.1 -0.2
H -13.009 2.759 17.392 -0.6 -0.2 0.1
H -15.376 2.123 16.683 0.4 0.0 0.4
H -14.481 2.948 15.486 0.2 -0.1 -0.5
H -16.526 2.166 14.529 0.2 0.2 -0.5
H -16.480 0.663 15.282 0.3 -0.4 0.2
H -14.792 1.594 12.938 0.2 0.1 0.1
H -15.900 0.290 13.036 0.5 -0.7 -0.3
H -15.220 -1.525 14.875 -0.1 0.3 0.0
H -14.873 -1.936 13.241 0.0 0.0 -0.2
H -13.740 -2.305 14.508 0.4 0.3 0.0
H -13.841 -0.517 11.708 0.3 -0.4 -0.1
H -12.732 0.753 12.137 -0.1 0.3 0.2
H -12.189 -0.845 12.442 -0.3 -0.5 0.1
H -13.183 -0.492 17.687 0.3 -0.1 -0.5
H -14.471 -0.830 16.508 0.1 -0.2 0.4
H -14.729 0.116 17.946 -0.3 1.0 -0.3
H -11.117 0.257 14.862 0.7 0.4 0.1
C -8.389 6.043 12.540 -0.1 -1.7 0.5
C -9.645 5.747 11.642 1.0 0.4 1.3
C -9.238 4.700 10.546 -2.2 0.3 -0.6
C -10.512 4.264 9.717 0.4 0.1 1.3
C -11.587 3.668 10.659 0.9 0.5 0.5
C -11.970 4.643 11.852 -0.8 -0.8 -0.3
N -10.773 5.254 12.497 1.1 -2.2 -1.0
O -11.146 6.132 13.540 0.4 -0.1 -1.3
C -13.002 5.651 11.266 0.2 0.8 0.4
C -12.617 3.804 12.992 -0.2 -0.3 -0.6
C -9.959 7.103 11.042 -0.2 -0.1 -1.9
H -8.010 5.165 13.062 -0.4 -0.8 -0.1
H -8.564 6.676 13.410 -0.1 0.8 -0.6
H -7.506 6.254 11.936 -0.3 0.9 -0.1
H -8.551 5.147 9.827 0.2 0.2 0.3
H -8.775 3.793 10.935 0.0 0.2 0.3
H -10.218 3.571 8.929 0.0 -0.2 0.1
H -10.976 5.102 9.197 0.2 0.3 0.0
H -11.264 2.719 11.088 0.3 -0.1 0.0
H -12.449 3.450 10.028 -0.3 0.1 0.4
H -12.626 6.661 11.427 -0.3 0.3 0.2
H -13.188 5.633 10.192 0.4 -0.5 -0.1
H -13.988 5.569 11.724 0.1 0.0 0.2
H -12.997 4.378 13.837 0.4 0.3 -0.1
H -13.487 3.242 12.652 0.0 0.0 -0.4
H -11.907 3.053 13.341 0.1 0.1 0.2
H -9.102 7.438 10.457 0.4 0.4 0.6
H -10.303 7.855 11.751 0.3 0.0 -0.1
H -10.652 7.021 10.205 -0.7 0.0 0.3
H -11.459 6.849 12.983 -0.5 1.0 0.7
C -10.635 -1.953 18.239 0.2 0.7 -0.4
C -9.110 -1.621 18.283 -0.8 0.8 -0.1
C -8.545 -1.524 19.729 0.3 -0.4 0.2
C -8.579 -2.869 20.440 -0.2 -0.1 0.2
C -7.788 -3.904 19.677 -0.3 -0.2 -0.1
C -8.090 -4.025 18.174 0.5 -1.7 -0.6
N -8.315 -2.679 17.578 1.8 0.9 1.6
O -8.527 -2.696 16.204 -0.3 -0.4 0.2
C -6.859 -4.750 17.523 0.0 1.0 -0.4
C -9.192 -5.092 17.903 -1.2 1.1 0.7
C -8.943 -0.184 17.571 0.3 -1.9 0.0
H -10.958 -2.796 18.850 0.1 0.0 -0.1
H -10.943 -2.066 17.200 0.2 -0.6 -0.1
H -11.249 -1.084 18.477 0.2 0.1 0.7
H -7.499 -1.222 19.692 0.3 0.0 -0.4
H -8.963 -0.755 20.379 -0.7 0.1 -0.5
H -9.589 -3.234 20.627 -0.4 0.1 -0.5
H -8.190 -2.871 21.458 0.3 0.6 0.0
H -8.029 -4.847 20.169 0.3 -0.4 -0.3
H -6.714 -3.752 19.787 0.1 0.3 0.1
H -5.983 -4.103 17.473 0.1 0.1 0.1
H -6.569 -5.674 18.023 -0.3 0.1 0.5
H -7.103 -5.059 16.507 0.0 0.2 -0.2
H -10.112 -4.792 18.405 -0.3 0.0 0.0
H -9.446 -5.199 16.849 0.2 0.0 -0.1
H -8.950 -6.069 18.321 0.4 0.1 -0.1
H -9.725 0.488 17.925 0.3 0.1 0.2
H -9.048 -0.266 16.489 -0.3 -0.2 0.0
H -7.930 0.196 17.702 0.0 0.2 0.5
H -9.363 -3.165 16.167 -0.8 -0.1 -1.1
C 0.653 0.073 11.434 0.6 1.2 -0.3
C 1.466 -1.113 10.932 -0.8 -2.1 1.0
C 0.991 -1.439 9.492 0.3 0.4 0.5
C 1.786 -2.574 8.876 0.4 0.7 0.2
C 3.251 -2.140 8.856 -0.4 -0.6 -0.7
C 3.872 -1.886 10.259 -0.1 -0.4 -1.6
N 2.973 -0.954 10.981 -0.8 0.8 -1.4
O 3.505 -0.463 12.192 -0.5 -0.4 -0.5
C 4.112 -3.256 10.940 -0.4 0.3 0.2
C 5.222 -1.174 9.973 -0.4 0.0 1.4
C 0.995 -2.279 11.862 0.5 -0.7 0.2
H 0.769 0.251 12.503 0.4 0.2 -0.1
H -0.426 0.028 11.285 0.0 -0.9 -0.3
H 0.897 0.954 10.840 0.4 0.3 0.3
H -0.082 -1.633 9.480 -0.1 -0.2 0.4
H 1.077 -0.503 8.940 0.3 0.0 -0.4
H 1.422 -2.804 7.874 0.1 0.0 -0.1
H 1.720 -3.486 9.470 -0.3 -0.1 0.0
H 3.362 -1.320 8.146 -0.1 0.7 0.5
H 3.790 -2.915 8.311 0.5 -0.4 0.5
H 3.274 -3.950 10.878 -0.3 0.3 -0.1
H 4.930 -3.817 10.488 0.3 0.4 0.1
H 4.276 -3.074 12.002 0.4 -0.3 0.1
H 5.739 -1.090 10.928 0.0 0.5 0.1
H 5.957 -1.701 9.364 -0.6 -0.3 -0.5
H 4.969 -0.193 9.571 0.4 0.0 0.0
H 1.272 -2.103 12.901 -0.1 0.3 0.2
H 1.418 -3.265 11.668 0.4 0.1 -0.4
H -0.073 -2.490 11.829 -0.2 0.6 0.0
H 3.480 -1.213 12.792 0.0 -0.2 0.6
```
Positions in Å, forces in eV/Å.

## Properties
Gap between HOMO and LUMO: 8.47 eV
Spin multiplicity: 1
Energy relative to the best compared isomer or geometry (same formula, charge and spin): 302.60 kJ/mol
DFT total energy: -150497.3710 eV

[2]
Formula: C5H8O2
Source: the OMol25 dataset
Level of theory: the ωB97M-V functional and the def2-TZVPD basis

XYZ file:
```
15
Properties=species:S:1:pos:R:3:forces:R:3
C -0.208 -0.123 -0.261 1.3 3.3 2.6
C 0.916 0.982 0.206 1.4 -0.8 -3.1
C -0.042 1.185 -0.954 -0.3 -0.1 0.1
C -0.091 -1.459 -0.907 1.1 -0.4 0.8
C -0.845 0.025 1.084 -4.9 -2.8 -1.7
O -0.294 -0.706 2.094 0.4 0.1 0.8
O -2.042 0.297 1.143 1.9 0.9 0.8
H 0.405 -0.291 2.616 0.0 0.1 -0.5
H 0.321 1.137 -1.973 0.2 -0.1 0.1
H 0.931 1.758 0.962 -0.8 -0.6 0.6
H 1.924 0.677 -0.041 0.2 0.2 -0.2
H -0.802 1.945 -0.831 -0.1 0.0 0.1
H 0.309 -1.382 -1.917 -0.1 0.0 0.0
H 0.582 -2.094 -0.325 0.0 -0.1 -0.1
H -1.063 -1.951 -0.897 -0.1 0.2 -0.2
```
Positions in Å, forces in eV/Å.

## Properties
Gap between HOMO and LUMO: 9.85 eV
Spin multiplicity: 1
SMILES: CC1(C(=O)O)CC1
Energy relative to the best compared isomer or geometry (same formula, charge and spin): 242.42 kJ/mol
DFT total energy: -9407.3197 eV

> The lowest gap between HOMO and LUMO belongs to which entry?

C93H223N5O21